No. 1
{
  "formula": "C30H27N4OPReS3",
  "method": "the ωB97M-V functional and the def2-TZVPD basis",
  "elements": ["Re", "S", "S", "S", "P", "O", "N", "N", "N", "N", "C", "C", "C", "C", "C", "C", "C", "C", "C", "C", "C", "C", "C", "C", "C", "C", "C", "C", "C", "C", "C", "C", "C", "C", "C", "C", "C", "C", "C", "C", "H", "H", "H", "H", "H", "H", "H", "H", "H", "H", "H", "H", "H", "H", "H", "H", "H", "H", "H", "H", "H", "H", "H", "H", "H", "H", "H"],
  "positions_angstrom": [[0.234, -0.513, -0.161], [0.305, -2.199, 2.250], [2.149, -1.941, -0.282], [0.124, -0.969, -2.373], [-1.927, -1.629, -0.019], [-1.099, 2.097, -0.973], [-0.468, 0.288, 2.871], [1.584, 1.172, -0.356], [0.285, 0.566, 1.783], [-1.357, -1.364, 4.143], [-0.531, -0.997, 3.121], [2.404, 3.225, 0.554], [3.048, 2.545, -1.638], [-3.896, -0.560, 1.816], [1.516, -1.806, -2.878], [1.648, 2.062, 0.653], [-2.462, 0.900, 0.537], [-3.278, -2.903, -3.675], [-4.520, 0.556, 2.362], [-1.564, -5.605, 0.852], [-2.268, -3.326, 0.535], [0.898, 1.697, 1.819], [-3.900, -1.782, -4.206], [3.109, 3.471, -0.603], [-3.116, 2.007, 1.054], [-2.805, -1.695, -1.637], [-2.877, -5.986, 1.086], [-1.237, 1.056, -0.352], [-3.981, -0.621, -3.453], [3.594, -3.102, -2.319], [-3.896, -5.045, 1.013], [2.277, 1.415, -1.477], [-2.735, -2.862, -2.401], [-1.258, -4.279, 0.580], [-3.593, -3.724, 0.718], [-3.436, -0.576, -2.176], [2.406, -2.261, -1.934], [1.675, -2.096, -4.348], [-4.141, 1.833, 1.973], [-2.866, -0.385, 0.904], [2.423, 3.916, 1.386], [4.255, -3.249, -1.468], [2.202, 0.671, -2.256], [-3.506, 0.341, -1.607], [-1.674, -0.627, 4.752], [-4.192, -1.551, 2.134], [1.778, -3.168, -4.532], [-4.640, 2.694, 2.401], [-4.325, -1.815, -5.202], [-1.232, -2.281, 4.531], [0.837, 2.337, 2.691], [4.161, -2.637, -3.129], [-2.248, -3.742, -2.000], [3.586, 2.698, -2.562], [-5.307, 0.425, 3.093], [-3.111, -7.020, 1.309], [0.812, -1.733, -4.902], [-0.234, -3.983, 0.390], [-2.791, 2.993, 0.744], [2.568, -1.610, -4.751], [-3.213, -3.815, -4.256], [3.268, -4.084, -2.673], [-4.925, -5.342, 1.166], [-0.770, -6.340, 0.885], [3.701, 4.370, -0.706], [-4.468, 0.257, -3.857], [-4.396, -3.008, 0.596]],
  "e_lumo_ev": [-0.6, -0.7],
  "spin_multiplicity": 2,
  "orbital_gap_ev": [5.8, 6.5],
  "total_charge": 0
}


No. 2
{
  "formula": "C3H10OS2",
  "method": "the ωB97M-V functional and the def2-TZVPD basis",
  "elements": ["S", "S", "O", "C", "C", "C", "H", "H", "H", "H", "H", "H", "H", "H", "H", "H"],
  "positions_angstrom": [[2.002, 1.478, 1.412], [0.338, 2.381, 0.613], [-0.458, -2.423, -0.052], [-0.744, 2.614, 2.059], [0.396, -1.576, -2.233], [-0.556, -1.403, -1.061], [-0.818, 1.647, 2.550], [-1.697, 2.982, 1.682], [-0.305, 3.368, 2.719], [-1.584, -1.482, -1.409], [0.607, -2.638, -2.380], [-0.445, -0.409, -0.621], [1.491, 0.297, 1.806], [0.489, -2.517, 0.124], [-0.069, -1.228, -3.139], [1.353, -1.090, -2.071]],
  "e_lumo_ev": 0.5,
  "orbital_gap_ev": 9.4,
  "smiles": "CCO.CSS",
  "total_charge": 0
}


No. 3
{
  "formula": "C12H5Cl4O2S",
  "method": "the ωB97M-V functional and the def2-TZVPD basis",
  "elements": ["Cl", "Cl", "Cl", "Cl", "S", "O", "O", "C", "C", "C", "C", "C", "C", "C", "C", "C", "C", "C", "C", "H", "H", "H", "H", "H"],
  "positions_angstrom": [[-1.161, -2.564, 1.997], [1.997, -2.905, 2.317], [-0.487, -1.199, -3.191], [2.669, -1.542, -2.871], [1.904, 0.390, 0.353], [3.459, -1.858, -0.035], [-1.830, -1.335, -0.584], [-0.351, 1.321, 1.571], [-0.063, -2.254, 0.721], [-0.045, 1.930, -0.773], [-1.287, 2.550, -0.767], [-1.592, 1.945, 1.564], [1.276, -2.297, 0.894], [0.421, 1.268, 0.387], [2.236, -1.722, -0.160], [1.593, -1.654, -1.552], [-2.071, 2.546, 0.393], [0.252, -1.616, -1.706], [-0.674, -1.741, -0.542], [-1.646, 3.030, -1.677], [-2.188, 1.953, 2.475], [0.053, 0.838, 2.458], [0.591, 1.906, -1.656], [-3.057, 3.009, 0.385]],
  "e_lumo_ev": 2.2,
  "orbital_gap_ev": 6.5,
  "smiles": "O=C1C(Cl)=C(Cl)C([O-])(Sc2ccccc2)C(Cl)=C1Cl",
  "total_charge": -1
}


No. 4
{
  "formula": "C3H4FFeO3",
  "method": "the ωB97M-V functional and the def2-TZVPD basis",
  "elements": ["Fe", "F", "O", "O", "O", "C", "C", "C", "H", "H", "H", "H"],
  "positions_angstrom": [[3.929, 1.110, -0.131], [1.671, -1.392, -1.000], [0.242, -1.445, 0.968], [0.418, -2.505, 2.846], [0.510, -3.692, 0.944], [0.361, -2.622, 1.506], [2.693, -0.374, 0.880], [1.491, -0.628, 0.133], [0.895, 0.248, -0.155], [0.551, -3.381, 3.228], [3.346, -1.249, 0.991], [2.461, 0.106, 1.840]],
  "e_lumo_ev": [-0.4, -2.2],
  "spin_multiplicity": 6,
  "orbital_gap_ev": [7.4, 7.7],
  "total_charge": 0
}


No. 5
{
  "formula": "H24O12",
  "method": "the ωB97M-V functional and the def2-TZVPD basis",
  "elements": ["O", "O", "O", "O", "O", "O", "O", "O", "O", "O", "O", "O", "H", "H", "H", "H", "H", "H", "H", "H", "H", "H", "H", "H", "H", "H", "H", "H", "H", "H", "H", "H", "H", "H", "H", "H"],
  "positions_angstrom": [[1.505, 2.188, 0.899], [-0.656, 0.246, -3.216], [-1.864, -1.976, 1.668], [-3.233, -3.982, -0.549], [3.125, 0.802, 2.407], [-1.956, 1.206, 1.408], [-2.788, 1.026, -1.921], [1.028, -1.505, -4.136], [3.677, 0.126, -0.003], [0.296, -0.468, 0.562], [0.359, -3.463, 1.925], [-0.208, 3.953, -0.211], [2.345, 1.877, 1.233], [-3.577, 1.356, -1.337], [0.840, -2.824, 1.269], [0.735, -0.499, -4.156], [-1.185, -1.473, 1.875], [4.311, 0.118, 0.767], [1.209, 1.636, 0.277], [3.535, 1.040, -0.310], [1.929, -1.498, -4.317], [-1.569, -0.057, -3.499], [3.404, 1.503, 2.973], [-0.525, -0.285, -2.394], [-3.424, -2.871, -0.773], [0.072, -0.396, -0.411], [-2.328, 2.068, 1.594], [-0.491, -3.336, 1.592], [-1.826, 1.471, -1.779], [0.271, 4.006, 0.494], [-0.967, 4.524, -0.116], [-2.401, -3.899, -0.107], [0.613, 0.289, 1.000], [-1.948, -2.461, 2.469], [2.641, 0.337, 3.241], [-0.946, 1.222, 1.583]],
  "e_lumo_ev": [-3.3, -11.2],
  "spin_multiplicity": 2,
  "orbital_gap_ev": [10.6, 2.3],
  "total_charge": 1
}


No. 6
{
  "formula": "C5H8O",
  "method": "the ωB97M-V functional and the def2-TZVPD basis",
  "elements": ["O", "C", "C", "C", "C", "C", "H", "H", "H", "H", "H", "H", "H", "H"],
  "positions_angstrom": [[-0.637, -1.375, -0.435], [-0.773, 0.781, 0.577], [1.413, 0.083, -0.534], [0.636, 0.247, 0.752], [0.644, -1.071, 0.043], [-1.368, -0.157, -0.494], [-1.263, 0.278, -1.497], [1.150, 0.415, 1.693], [-1.327, 0.720, 1.521], [-2.427, -0.378, -0.333], [-0.787, 1.823, 0.242], [1.189, -1.955, 0.353], [1.059, 0.563, -1.443], [2.493, 0.028, -0.443]],
  "e_lumo_ev": 1.1,
  "orbital_gap_ev": 10.2,
  "smiles": "C1C[C@@H]2C[C@@H]2O1",
  "total_charge": 0
}


The records above yield energy above the lowest of the compared OMol25 structures with the same formula, charge and spin values of 31.4 13.5 0.0 0.0 145.5 32.3 kcal per mole, respectively.
The records above yield molar mass values of 773.0 126.2 355.0 162.9 216.2 84.1 g/mol, respectively.